Entry 1:
{"formula": "C29H52ClFN2O2P", "method": "ωB97M-V/def2-TZVPD", "orbital_gap_ev": 7.85, "total_charge": 1, "spin_multiplicity": 1, "smiles": "[H]/N=C(/C)C[C@@H]1[C@H]([C@H](F)CC)[N@H+](CC[C@H](C)CCC=C(C)C)[C@H](CC(=O)Cl)[C@@H](C[C@H]2CO2)[C@@H]1P(C)CC", "species": ["H", "N", "C", "C", "C", "C", "C", "C", "F", "C", "C", "N", "C", "C", "C", "C", "C", "C", "C", "C", "C", "C", "C", "C", "C", "O", "Cl", "C", "C", "C", "C", "O", "C", "P", "C", "C", "C", "H", "H", "H", "H", "H", "H", "H", "H", "H", "H", "H", "H", "H", "H", "H", "H", "H", "H", "H", "H", "H", "H", "H", "H", "H", "H", "H", "H", "H", "H", "H", "H", "H", "H", "H", "H", "H", "H", "H", "H", "H", "H", "H", "H", "H", "H", "H", "H", "H", "H", "H"], "coordinates": [[0.81, 1.64, 4.18], [1.51, 1.03, 4.57], [1.22, -0.18, 4.17], [2.09, -1.46, 4.67], [-0.06, -0.44, 3.19], [0.34, -0.01, 1.71], [-0.58, 1.15, 1.02], [-1.22, 2.20, 2.03], [-2.53, 1.89, 2.57], [-1.21, 3.76, 1.53], [-2.65, 4.46, 1.79], [-1.48, 0.63, -0.05], [-2.44, 1.60, -0.68], [-1.85, 2.47, -1.88], [-1.34, 1.68, -3.17], [-1.99, 0.24, -3.43], [0.28, 1.47, -3.11], [1.08, 2.25, -4.26], [2.22, 3.24, -3.69], [3.40, 2.77, -3.01], [4.34, 1.58, -3.57], [3.90, 3.43, -1.61], [-2.15, -0.69, 0.21], [-3.48, -0.65, 1.09], [-4.63, -1.57, 0.40], [-5.24, -2.48, 1.01], [-5.18, -1.29, -1.35], [-1.12, -1.87, 0.69], [-1.32, -3.17, -0.27], [-1.28, -4.53, 0.78], [-2.78, -4.91, 1.47], [-2.02, -5.74, 0.30], [0.40, -1.37, 0.81], [1.66, -2.64, 1.36], [3.32, -1.66, 1.39], [1.99, -3.97, 0.03], [3.56, -4.38, -0.02], [2.27, -1.41, 5.79], [3.11, -1.33, 4.15], [1.59, -2.45, 4.33], [-0.21, -1.59, 3.26], [-1.03, 0.00, 3.62], [1.44, 0.37, 1.75], [0.21, 1.78, 0.45], [-0.58, 2.28, 2.95], [-0.83, 3.86, 0.47], [-0.47, 4.37, 2.19], [-3.52, 3.85, 1.38], [-2.84, 4.64, 2.91], [-2.71, 5.49, 1.29], [-0.82, 0.41, -0.84], [-2.99, 2.30, 0.02], [-3.28, 0.95, -1.16], [-2.71, 3.16, -2.23], [-1.00, 3.20, -1.57], [-1.50, 2.37, -4.08], [-1.53, -0.56, -2.76], [-3.13, 0.31, -3.37], [-1.73, -0.07, -4.51], [0.70, 1.78, -2.08], [0.50, 0.34, -3.26], [1.64, 1.50, -4.94], [0.39, 2.85, -4.96], [2.19, 4.39, -3.84], [4.18, 0.58, -3.00], [5.43, 1.89, -3.32], [4.19, 1.45, -4.70], [3.52, 2.82, -0.71], [3.61, 4.53, -1.53], [5.05, 3.37, -1.64], [-2.48, -1.06, -0.84], [-3.36, -1.10, 2.15], [-3.97, 0.37, 1.22], [-1.56, -2.21, 1.71], [-0.47, -3.31, -1.01], [-2.36, -3.21, -0.74], [-0.30, -4.67, 1.47], [-3.10, -3.82, 1.16], [-3.70, -5.35, 0.98], [0.71, -1.02, -0.26], [4.20, -2.30, 1.75], [3.27, -0.73, 2.04], [3.57, -1.41, 0.28], [1.71, -3.62, -1.03], [1.42, -4.94, 0.20], [3.93, -4.35, 1.06], [3.61, -5.49, -0.34], [4.15, -3.69, -0.72]]}

Entry 2:
{"formula": "C29H52NO7", "method": "ωB97M-V/def2-TZVPD", "orbital_gap_ev": 7.14, "total_charge": 1, "spin_multiplicity": 1, "species": ["C", "C", "O", "C", "O", "C", "C", "C", "N", "C", "C", "C", "C", "C", "C", "C", "C", "H", "H", "H", "H", "H", "H", "H", "H", "H", "H", "H", "H", "C", "C", "C", "O", "H", "H", "H", "H", "H", "H", "H", "H", "C", "C", "C", "O", "H", "H", "H", "H", "H", "H", "H", "H", "C", "C", "C", "O", "H", "H", "H", "H", "H", "H", "H", "H", "C", "C", "C", "O", "H", "H", "H", "H", "H", "H", "H", "H", "C", "C", "C", "O", "H", "H", "H", "H", "H", "H", "H", "H"], "coordinates": [[3.42, -1.94, 0.74], [4.32, -1.66, -0.21], [4.17, -0.75, -1.27], [4.33, 0.57, -0.93], [5.39, 1.10, -1.01], [3.09, 1.30, -0.53], [3.11, 2.65, -0.17], [1.94, 3.26, 0.17], [0.77, 2.59, 0.15], [0.71, 1.29, -0.19], [-0.59, 0.57, -0.25], [-1.06, -0.10, 0.87], [-2.26, -0.80, 0.76], [-2.91, -0.82, -0.45], [-2.45, -0.13, -1.56], [-1.26, 0.58, -1.47], [1.87, 0.63, -0.54], [3.28, -2.97, 1.04], [2.83, -1.21, 1.28], [5.27, -2.18, -0.20], [4.04, 3.19, -0.14], [1.92, 4.30, 0.46], [-0.08, 3.08, 0.38], [-0.50, -0.08, 1.80], [-2.64, -1.33, 1.62], [-3.82, -1.39, -0.54], [-2.97, -0.13, -2.51], [-0.85, 1.11, -2.31], [1.85, -0.42, -0.82], [-2.43, 1.55, -6.60], [-1.25, 1.80, -5.68], [0.04, 2.01, -6.46], [-1.09, 0.69, -4.78], [-2.26, 0.65, -7.20], [-3.34, 1.40, -6.03], [-2.58, 2.39, -7.28], [-1.45, 2.68, -5.06], [0.28, 1.12, -7.05], [0.88, 2.18, -5.79], [-0.05, 2.86, -7.14], [-0.92, -0.09, -5.31], [6.63, 5.35, 1.54], [6.73, 4.49, 2.79], [8.06, 3.76, 2.86], [5.65, 3.54, 2.82], [6.69, 4.73, 0.64], [5.66, 5.86, 1.51], [7.42, 6.09, 1.51], [6.61, 5.12, 3.68], [8.17, 3.09, 2.00], [8.12, 3.14, 3.75], [8.90, 4.46, 2.86], [5.74, 2.98, 2.04], [-3.39, -5.77, -1.78], [-3.99, -4.52, -1.16], [-5.50, -4.67, -0.99], [-3.69, -3.38, -1.97], [-3.80, -5.94, -2.78], [-2.31, -5.66, -1.90], [-3.58, -6.65, -1.17], [-3.53, -4.34, -0.18], [-5.98, -4.81, -1.97], [-5.92, -3.76, -0.55], [-5.75, -5.52, -0.36], [-4.09, -3.52, -2.83], [-6.45, -9.62, 2.21], [-6.67, -8.15, 1.88], [-8.15, -7.81, 1.81], [-6.03, -7.84, 0.64], [-6.89, -10.26, 1.43], [-5.39, -9.85, 2.25], [-6.90, -9.88, 3.17], [-6.18, -7.54, 2.64], [-8.64, -8.39, 1.02], [-8.29, -6.76, 1.57], [-8.65, -8.02, 2.76], [-6.45, -8.38, -0.05], [3.79, 7.37, 4.62], [2.99, 6.72, 3.50], [1.69, 6.13, 4.03], [3.77, 5.70, 2.87], [4.06, 6.62, 5.38], [4.72, 7.78, 4.23], [3.23, 8.17, 5.11], [2.77, 7.47, 2.74], [1.90, 5.35, 4.77], [1.12, 5.66, 3.22], [1.07, 6.89, 4.50], [3.98, 5.03, 3.53]]}

Entry 3:
{"formula": "C29H53N7O6P2PdSi", "method": "ωB97M-V/def2-TZVPD", "orbital_gap_ev": [8.86, 3.91], "total_charge": 2, "spin_multiplicity": 5, "species": ["Pd", "C", "N", "C", "P", "O", "O", "P", "O", "N", "C", "C", "N", "C", "C", "N", "C", "C", "H", "H", "H", "H", "H", "H", "H", "H", "H", "H", "H", "H", "H", "H", "H", "H", "H", "H", "H", "H", "H", "H", "H", "H", "C", "Si", "C", "N", "C", "C", "C", "C", "C", "C", "C", "C", "C", "C", "C", "C", "C", "C", "C", "C", "C", "H", "H", "H", "H", "H", "H", "H", "H", "H", "H", "H", "H", "H", "H", "H", "H", "H", "H", "H", "H", "H", "H", "H", "H", "O", "C", "O", "H", "N", "C", "N", "O", "H", "H", "H", "H"], "coordinates": [[0.05, 0.22, 0.50], [-3.87, -4.22, 1.40], [-3.05, -3.07, 1.12], [-3.52, -1.82, 1.67], [-1.37, -3.18, 1.01], [-0.84, -2.10, 0.16], [-0.86, -3.11, 2.54], [0.23, -1.82, 2.91], [-0.55, -0.64, 2.49], [0.17, -2.08, 4.58], [-0.68, -1.20, 5.35], [0.44, -3.34, 5.22], [1.46, -2.48, 1.96], [2.00, -3.78, 2.32], [2.40, -1.67, 1.22], [-0.94, -4.68, 0.48], [-0.41, -4.83, -0.85], [-0.90, -5.86, 1.31], [-4.90, -3.99, 1.11], [-3.87, -4.49, 2.47], [-3.52, -5.06, 0.82], [-4.52, -1.61, 1.28], [-2.84, -1.02, 1.37], [-3.57, -1.85, 2.77], [-0.90, -0.31, 4.77], [-0.17, -0.92, 6.27], [-1.62, -1.68, 5.62], [1.32, -3.80, 4.79], [-0.41, -4.03, 5.14], [0.63, -3.16, 6.28], [1.22, -4.41, 2.73], [2.83, -3.69, 3.03], [2.38, -4.25, 1.41], [1.86, -0.81, 0.78], [2.80, -2.28, 0.41], [3.23, -1.31, 1.83], [-0.54, -3.89, -1.38], [-0.93, -5.62, -1.39], [0.66, -5.09, -0.82], [-1.20, -5.61, 2.32], [0.12, -6.27, 1.33], [-1.55, -6.64, 0.92], [0.34, -0.12, -1.63], [0.13, 1.27, -2.86], [1.86, 2.37, -2.77], [2.22, 2.66, -1.47], [3.22, 1.94, -0.76], [4.38, 2.91, -0.41], [3.81, 4.32, -0.18], [2.39, 4.22, 0.38], [1.49, 3.62, -0.71], [-1.23, 2.54, -2.55], [-1.15, 3.83, -3.09], [-2.19, 4.72, -2.96], [-3.35, 4.34, -2.31], [-3.45, 3.06, -1.78], [-2.39, 2.17, -1.89], [0.15, 0.72, -4.68], [-0.75, 1.25, -5.60], [-0.71, 0.86, -6.93], [0.22, -0.06, -7.36], [1.12, -0.61, -6.45], [1.08, -0.23, -5.13], [1.31, -0.63, -1.71], [-0.45, -0.86, -1.78], [1.63, 3.27, -3.34], [2.62, 1.79, -3.28], [3.59, 1.11, -1.36], [2.79, 1.55, 0.17], [5.09, 2.94, -1.24], [4.90, 2.54, 0.47], [3.79, 4.87, -1.12], [4.45, 4.87, 0.51], [2.02, 5.21, 0.65], [2.40, 3.60, 1.27], [1.14, 4.41, -1.38], [0.61, 3.14, -0.25], [-0.27, 4.14, -3.63], [-2.11, 5.71, -3.37], [-4.18, 5.02, -2.23], [-4.36, 2.75, -1.29], [-2.47, 1.18, -1.46], [-1.49, 1.97, -5.28], [-1.42, 1.28, -7.63], [0.26, -0.36, -8.39], [1.84, -1.35, -6.78], [1.78, -0.66, -4.43], [1.76, -0.40, 3.56], [1.86, 0.77, 3.18], [1.45, 1.31, 2.13], [2.42, 1.46, 3.86], [-0.82, 3.08, 2.64], [-1.69, 2.83, 1.65], [-2.89, 3.45, 1.68], [-1.41, 2.08, 0.69], [-1.06, 3.62, 3.45], [0.05, 2.55, 2.63], [-3.13, 4.14, 2.37], [-3.51, 3.30, 0.90]]}

Entry 4:
{"formula": "C29H54Cl20N3", "method": "ωB97M-V/def2-TZVPD", "orbital_gap_ev": 9.17, "total_charge": 1, "spin_multiplicity": 1, "species": ["C", "C", "N", "C", "C", "C", "N", "C", "C", "C", "N", "C", "H", "H", "H", "H", "H", "H", "H", "H", "H", "H", "H", "H", "H", "H", "Cl", "C", "C", "Cl", "H", "H", "H", "H", "Cl", "C", "C", "Cl", "H", "H", "H", "H", "Cl", "C", "C", "Cl", "H", "H", "H", "H", "Cl", "C", "C", "Cl", "H", "H", "H", "H", "Cl", "C", "C", "Cl", "H", "H", "H", "H", "Cl", "C", "C", "Cl", "H", "H", "H", "H", "Cl", "C", "C", "Cl", "H", "H", "H", "H", "Cl", "C", "C", "Cl", "H", "H", "H", "H", "Cl", "C", "C", "Cl", "H", "H", "H", "H", "Cl", "C", "C", "Cl", "H", "H", "H", "H"], "coordinates": [[1.97, 7.83, 2.57], [1.48, 6.50, 3.13], [2.41, 5.40, 2.85], [2.25, 4.75, 1.66], [1.13, 4.76, 0.88], [1.09, 4.07, -0.22], [2.15, 3.36, -0.59], [3.26, 3.32, 0.12], [4.39, 2.52, -0.41], [4.26, 1.01, -0.27], [5.31, 0.34, -0.42], [3.32, 4.01, 1.24], [3.02, 7.78, 2.35], [1.39, 8.18, 1.73], [1.88, 8.58, 3.34], [0.45, 6.31, 2.87], [1.48, 6.62, 4.20], [2.37, 4.74, 3.63], [0.26, 5.31, 1.16], [0.23, 4.02, -0.85], [2.09, 2.81, -1.43], [5.33, 2.77, 0.04], [4.44, 2.70, -1.48], [3.33, 0.48, -0.08], [5.09, -0.66, -0.32], [4.21, 3.99, 1.83], [1.65, 0.03, 1.58], [0.62, -1.44, 1.54], [0.19, -1.80, 0.15], [-0.98, -0.63, -0.51], [-0.23, -1.28, 2.19], [1.23, -2.24, 1.95], [-0.30, -2.78, 0.18], [1.03, -1.86, -0.54], [-0.21, -5.19, -1.06], [-1.75, -5.77, -1.76], [-2.81, -4.70, -1.78], [-3.38, -4.29, -0.13], [-2.07, -6.63, -1.19], [-1.53, -6.09, -2.77], [-3.67, -5.06, -2.33], [-2.46, -3.79, -2.24], [3.69, -4.49, -2.46], [4.90, -4.92, -1.22], [4.52, -4.38, 0.14], [4.63, -2.59, 0.20], [5.86, -4.54, -1.54], [4.94, -6.00, -1.18], [5.20, -4.77, 0.89], [3.51, -4.66, 0.41], [-3.90, -2.46, -3.87], [-3.82, -0.93, -2.98], [-5.11, -0.16, -3.06], [-5.41, 0.49, -4.69], [-2.98, -0.35, -3.36], [-3.61, -1.18, -1.94], [-5.06, 0.69, -2.38], [-5.96, -0.77, -2.78], [-1.91, 5.36, -1.07], [-3.24, 5.67, -2.23], [-3.81, 7.05, -2.07], [-4.70, 7.24, -0.54], [-4.00, 4.91, -2.08], [-2.82, 5.55, -3.23], [-4.52, 7.24, -2.88], [-3.03, 7.81, -2.11], [0.04, 3.12, 4.45], [-1.34, 2.00, 4.35], [-1.85, 1.90, 2.93], [-2.62, 3.41, 2.38], [-2.12, 2.35, 5.03], [-1.00, 1.03, 4.70], [-2.60, 1.12, 2.87], [-1.05, 1.66, 2.24], [-3.93, -8.51, -3.36], [-4.57, -8.02, -4.95], [-3.70, -6.98, -5.61], [-3.77, -5.42, -4.75], [-5.59, -7.65, -4.81], [-4.61, -8.91, -5.57], [-4.04, -6.80, -6.63], [-2.66, -7.30, -5.65], [0.28, -6.81, -4.61], [1.93, -6.13, -4.62], [2.57, -6.21, -5.98], [2.94, -7.88, -6.45], [2.52, -6.66, -3.87], [1.84, -5.09, -4.31], [3.51, -5.67, -5.97], [1.93, -5.78, -6.74], [-3.98, 0.48, 6.47], [-5.51, 0.96, 5.67], [-5.96, -0.05, 4.65], [-4.88, -0.10, 3.23], [-5.36, 1.94, 5.22], [-6.26, 1.05, 6.45], [-6.95, 0.21, 4.29], [-6.00, -1.05, 5.07], [5.91, 4.76, 4.30], [6.27, 3.20, 5.09], [5.28, 2.14, 4.70], [3.66, 2.45, 5.37], [6.28, 3.36, 6.16], [7.27, 2.91, 4.78], [5.60, 1.17, 5.08], [5.19, 2.06, 3.62]]}